[1]
Here is a cluster of 2 separate species, C2H8N2O in total at a distorted geometry from the Open Molecules 2025 dataset. Energies are from ωB97M-V with the def2-TZVPD basis set.

Last column: Mulliken charge in e.
Geometry (Å):
C: -1.890 -0.819 3.322  -0.4938
O: -0.776 -0.049 2.831  -0.4907
H: -2.427 -1.304 2.507  0.2390
H: -2.537 -0.190 3.942  0.2470
H: -1.466 -1.530 4.019  0.2027
N: 0.337 0.942 -2.168  -0.6370
C: 1.546 0.779 -2.508  0.0582
N: 1.861 -0.083 -3.540  -0.4969
H: -1.209 0.577 2.234  0.2942
H: 0.205 1.399 -1.275  0.2398
H: 2.339 1.483 -2.234  0.3051
H: 2.826 -0.368 -3.565  0.2353
H: 1.191 -0.837 -3.567  0.2971

Properties
2S+1   1
LUMO level   0.9 eV
Structure (SMILES)   [H]/N=C/N.CO
Net charge   0


[2]
Here is a cluster of 2 separate species, C2H8N2O in total at a distorted geometry from the Open Molecules 2025 dataset. Energies are from ωB97M-V with the def2-TZVPD basis set.

Last column: Mulliken charge in e.
Geometry (Å):
C: 0.515 -0.431 -0.827  -0.3007
C: 0.756 -1.533 -1.543  -0.1785
N: 2.025 -2.192 -1.543  -0.5395
N: -0.844 0.072 -0.900  -0.5720
H: 1.022 0.002 0.018  0.3111
H: -0.074 -2.046 -2.006  0.3846
H: 2.713 -1.579 -1.117  0.2459
H: 1.997 -3.075 -1.053  0.2239
H: -1.423 -0.125 -0.099  0.1973
H: -0.846 1.060 -1.148  0.2287
H: -2.324 2.786 2.952  0.3139
H: -1.603 3.443 4.073  0.3171
O: -1.913 3.618 3.192  -0.6320

Properties
2S+1   1
LUMO level   0.7 eV
Structure (SMILES)   N/C=C/N.O
Net charge   0


[3]
Here is a cluster of 2 separate species, C2H8N2O in total at a distorted geometry from the Open Molecules 2025 dataset. Energies are from ωB97M-V with the def2-TZVPD basis set.

Last column: Mulliken charge in e.
Geometry (Å):
C: 0.878 -0.539 -0.183  0.0074
C: -1.837 0.209 -0.257  -0.7605
N: 0.629 0.400 0.808  -0.3487
N: -0.734 -0.484 0.383  -0.1728
O: 2.570 0.519 -0.278  -0.8648
H: 3.211 0.316 0.414  0.2164
H: 0.518 1.313 0.366  0.3039
H: -0.962 -1.079 1.169  0.2438
H: 1.285 -1.493 0.129  0.2594
H: 0.789 -0.334 -1.243  0.2202
H: -2.369 0.855 0.447  0.2979
H: -1.440 0.825 -1.066  0.2917
H: -2.538 -0.510 -0.688  0.3062

Properties
2S+1   1
LUMO level (alpha / beta)   0.6 / 0.6 eV
Net charge   0


[4]
Here is a cluster of 2 separate species, C2H8N2O in total at a distorted geometry from the Open Molecules 2025 dataset. Energies are from ωB97M-V with the def2-TZVPD basis set.

Last column: Mulliken spin population.
Geometry (Å):
C: 0.035 2.032 -0.419  0.0055
N: -0.683 0.776 -0.203  0.5846
C: -0.507 0.240 1.052  -0.1249
N: -0.662 -1.034 1.096  0.4754
H: 0.226 2.468 -1.398  0.0017
H: -0.438 2.777 0.254  0.0286
H: 1.045 2.031 0.029  0.0462
H: -0.498 0.126 -0.980  -0.0133
H: -0.344 0.820 1.964  0.0029
H: -0.522 -1.523 1.980  -0.0112
H: 0.455 -1.939 -0.867  -0.0016
H: 1.883 -1.308 -0.664  -0.0007
O: 1.326 -1.850 -1.246  0.0068

Properties
2S+1   2
LUMO level (alpha / beta)   -4.7 / -9.1 eV
<S²>   0.78
Net charge   +1


[5]
Here is a cluster of 2 separate species, C2H8N2O2 in total from the Open Molecules 2025 dataset. Energies are from ωB97M-V with the def2-TZVPD basis set.

Last column: Mulliken spin population.
Geometry (Å):
N: -1.303 -1.092 0.708  0.1489
C: 0.133 -1.141 0.791  0.1675
O: 0.673 -0.020 1.081  -0.2457
O: 0.684 -2.202 0.535  -0.0004
H: -1.674 -2.023 0.808  -0.0422
H: -1.671 -0.485 1.427  -0.0749
C: 0.530 1.683 -1.759  1.7367
N: -0.324 1.701 -0.561  1.5215
H: 0.755 0.647 -2.005  -0.0805
H: 0.018 2.146 -2.602  -0.7908
H: 1.443 2.226 -1.531  -0.2431
H: 0.125 1.029 0.211  0.2184
H: -1.252 1.288 -0.771  -0.3701
H: -0.481 2.679 -0.221  -0.9454

Properties
2S+1   2
LUMO level (alpha / beta)   4.3 / 4.1 eV
<S²>   0.75
Net charge   -1


[6]
Here is a cluster of 2 separate species, C2H8N2O2 in total from the Open Molecules 2025 dataset. Energies are from ωB97M-V with the def2-TZVPD basis set.

Last column: Mulliken charge in e.
Geometry (Å):
N: -0.619 0.527 3.286  -0.6242
C: -1.391 -0.143 2.246  -0.3488
N: -1.001 0.069 0.876  -0.5022
H: 0.304 0.106 3.322  0.2557
H: -0.438 1.480 2.981  0.2195
H: -1.353 -1.222 2.439  0.3426
H: -2.430 0.136 2.386  0.2559
H: -0.669 0.990 0.640  0.1937
H: -0.382 -0.625 0.486  0.2087
O: 1.246 0.448 -1.323  -0.4555
C: 0.911 0.151 -2.427  0.2446
O: 1.000 -1.117 -2.872  -0.4271
H: 0.478 0.845 -3.162  0.2908
H: 0.827 -1.196 -3.823  0.3461

Properties
2S+1   1
LUMO level   0.5 eV
Structure (SMILES)   O=CO.NCN
Net charge   0


[7]
Here is the molecule C2H8N2O2 at a distorted geometry from the Open Molecules 2025 dataset. Energies are from ωB97M-V with the def2-TZVPD basis set.

Last column: Mulliken charge in e.
Geometry (Å):
C: 1.551 0.538 -0.347  -1.3991
C: 0.319 -0.308 -0.142  1.0632
N: -2.202 0.138 -0.119  -0.6324
N: -0.852 0.679 -0.298  -0.3821
O: 0.406 -1.335 -1.132  -0.5005
O: 0.229 -0.769 1.240  -0.5611
H: 2.302 -0.052 -0.711  0.4147
H: 1.423 1.490 -0.738  0.3785
H: 1.992 0.647 0.733  0.2619
H: -2.868 0.892 -0.190  0.2733
H: -2.199 -0.059 0.948  0.2206
H: -0.712 1.219 0.524  0.2362
H: -0.394 -1.811 -1.237  0.3294
H: 1.006 -1.267 1.470  0.2973

Properties
2S+1   1
LUMO level   0.8 eV
Structure (SMILES)   CC(O)(O)NN
Net charge   0


[8]
Here is a cluster of 2 separate species, C2H8N2O2 in total at a distorted geometry from the Open Molecules 2025 dataset. Energies are from ωB97M-V with the def2-TZVPD basis set.

Last column: Mulliken charge in e.
Geometry (Å):
N: -1.954 1.938 1.029  -0.5680
C: -1.760 0.550 0.764  -0.2799
O: -0.476 0.149 0.325  -0.6340
H: -1.722 2.248 1.961  0.2415
H: -1.493 2.547 0.369  0.2165
H: -2.466 0.282 -0.015  0.2835
H: -1.956 -0.031 1.660  0.3130
H: -0.229 0.476 -0.548  0.2929
C: 2.496 -1.157 -1.246  0.0488
N: 1.443 -1.649 -0.549  -0.2967
O: 2.659 0.038 -1.410  -0.5664
H: 3.279 -1.865 -1.562  0.3507
H: 1.324 -2.644 -0.574  0.1927
H: 0.856 -0.884 -0.205  0.4054

Properties
2S+1   1
LUMO level   0.9 eV
Structure (SMILES)   NC=O.NCO
Net charge   0


[9]
Here is a cluster of 2 separate species, C2H8N2O2 in total at a distorted geometry from the Open Molecules 2025 dataset. Energies are from ωB97M-V with the def2-TZVPD basis set.

Last column: Mulliken charge in e.
Geometry (Å):
O: 1.029 -0.151 2.022  -0.5581
C: 0.302 -0.779 1.281  0.0018
N: 0.514 -0.985 -0.032  -0.1328
C: 1.569 -0.177 -0.690  -0.4598
N: 1.184 1.179 -0.991  -0.6170
H: -0.588 -1.298 1.709  0.3694
H: -0.125 -1.593 -0.513  0.2193
H: 1.718 -0.638 -1.688  0.3337
H: 2.534 -0.468 -0.259  0.3088
H: 0.655 1.604 -0.231  0.2827
H: 2.059 1.694 -0.855  0.2512
H: -3.509 0.834 0.779  0.3180
H: -3.833 0.646 -0.646  0.3146
O: -3.510 0.134 0.114  -0.6317

Properties
2S+1   1
LUMO level   0.7 eV
Structure (SMILES)   NCNC=O.O
Net charge   0


[10]
Here is a cluster of 2 separate species, C2H8N2O2 in total at a distorted geometry from the Open Molecules 2025 dataset. Energies are from ωB97M-V with the def2-TZVPD basis set.

Last column: Mulliken charge in e.
Geometry (Å):
N: 0.390 -1.729 -0.409  -0.5626
C: 0.880 -0.386 -0.039  -0.0359
C: 0.334 0.661 -1.000  0.3725
N: -0.877 0.334 -1.543  -0.4077
O: 0.952 1.697 -1.116  -0.6091
H: -0.167 -2.029 0.370  0.2189
H: 1.104 -2.305 -0.788  0.1757
H: 0.531 -0.105 0.979  0.0554
H: 1.940 -0.090 -0.005  0.2751
H: -1.105 -0.702 -1.673  0.2928
H: -1.329 0.857 -2.272  0.2373
H: -1.174 0.844 1.884  0.3158
H: -0.391 1.791 2.815  0.3270
O: -1.089 1.162 2.797  -0.6552

Properties
2S+1   1
LUMO level   0.7 eV
Structure (SMILES)   NCC(N)=O.O
Net charge   0


[11]
Here is a cluster of 2 separate species, C2H8N2O2 in total at a distorted geometry from the Open Molecules 2025 dataset. Energies are from ωB97M-V with the def2-TZVPD basis set.

Last column: Mulliken charge in e.
Geometry (Å):
C: 1.891 1.236 0.745  -0.8384
N: 0.516 0.755 0.645  -0.1926
C: -0.149 0.589 -0.527  0.5693
N: -1.533 0.323 -0.391  -0.6110
O: 0.419 0.476 -1.625  -0.6534
H: 2.236 1.529 -0.269  0.2959
H: 1.768 2.214 1.305  0.2917
H: 2.502 0.595 1.204  0.2972
H: -0.129 1.037 1.380  0.2691
H: -1.709 -0.402 0.290  0.3029
H: -1.888 -0.021 -1.239  0.2750
H: -1.150 -3.618 0.597  0.3202
H: -0.170 -2.465 0.403  0.3119
O: -1.018 -2.646 0.781  -0.6378

Properties
2S+1   1
LUMO level   0.6 eV
Structure (SMILES)   CNC(N)=O.O
Net charge   0


[12]
Here is the molecule C2H8N2O2S at a distorted geometry from the Open Molecules 2025 dataset. Energies are from ωB97M-V with the def2-TZVPD basis set.

Last column: Mulliken charge in e.
Geometry (Å):
C: -2.037 -0.613 0.748  -0.7003
C: 1.996 1.336 0.096  -0.6019
N: -1.170 0.281 -0.101  -0.2683
N: -0.266 -0.445 -0.842  -0.3977
O: 1.940 -1.693 -0.948  -0.5303
O: 1.621 0.252 0.845  -0.2981
S: 1.043 -1.158 0.057  0.6141
H: -2.046 -1.545 0.138  0.2743
H: -1.619 -0.651 1.708  0.2411
H: -3.185 -0.264 0.775  0.2640
H: 1.164 1.749 -0.476  0.2706
H: 2.612 1.096 -0.746  0.3038
H: 2.460 1.985 0.786  0.2541
H: -1.770 0.915 -0.739  0.2681
H: -0.743 -1.245 -1.302  0.3065

Properties
2S+1   1
LUMO level   0.8 eV
Net charge   0


[13]
Here is a cluster of 2 separate species, C2H8N2S in total at a distorted geometry from the Open Molecules 2025 dataset. Energies are from ωB97M-V with the def2-TZVPD basis set.

Last column: Mulliken charge in e.
Geometry (Å):
C: 0.282 1.438 0.996  -0.5221
C: 1.509 -1.278 -0.360  -0.8747
N: -1.771 -0.193 -1.126  -0.5662
N: -0.303 0.168 1.131  -0.2108
S: -1.526 -0.623 0.540  0.0939
H: 1.357 1.269 0.615  0.1747
H: -0.184 2.156 0.372  0.2911
H: 0.174 1.893 1.984  0.2429
H: 2.217 -0.430 -0.644  0.3087
H: 1.837 -1.978 0.465  0.2562
H: 0.641 -1.426 -0.958  0.2840
H: -1.492 -0.990 -1.771  0.2629
H: -2.741 -0.005 -1.245  0.2595

Properties
2S+1   1
LUMO level (alpha / beta)   0.0 / 0.5 eV
Net charge   0


[14]
Here is a cluster of 2 separate species, C2H8N2S in total at a distorted geometry from the Open Molecules 2025 dataset. Energies are from ωB97M-V with the def2-TZVPD basis set.

Last column: Mulliken charge in e.
Geometry (Å):
C: 0.547 2.912 -0.403  -0.7040
S: -0.305 2.908 -1.993  -0.2024
H: -0.073 2.572 0.421  0.2751
H: 1.417 2.262 -0.476  0.2552
H: 0.935 3.905 -0.194  0.2717
N: 0.356 -2.251 -0.286  -0.4271
C: -0.364 -2.337 0.862  0.1772
N: -0.046 -3.044 1.853  -0.6880
H: 1.060 -2.919 -0.538  0.2349
H: 0.032 -1.594 -0.973  0.2059
H: -1.266 -1.707 0.844  0.2599
H: -0.773 -3.173 2.541  0.2388
H: -1.520 2.467 -1.660  0.1028

Properties
2S+1   1
LUMO level   0.6 eV
Structure (SMILES)   [H]/N=C/N.CS
Net charge   0


[15]
Here is the ion C2H8N3 with charge +1 at a distorted geometry from the Open Molecules 2025 dataset. Energies are from ωB97M-V with the def2-TZVPD basis set.

Last column: Mulliken charge in e.
Geometry (Å):
C: -1.334 -0.128 -0.061  -0.4174
C: 0.845 -0.898 -0.138  -0.2748
N: -0.384 -1.248 0.322  -0.2774
N: -0.690 1.098 0.134  -0.3489
N: 0.868 0.820 0.266  -0.2780
H: -1.746 -0.276 -1.095  0.3016
H: -2.247 -0.082 0.579  0.2997
H: 1.572 -1.308 0.520  0.3740
H: 0.872 -1.014 -1.306  0.2808
H: -0.463 -1.524 1.346  0.3348
H: -0.850 1.687 -0.688  0.2962
H: 0.930 0.973 1.306  0.3708
H: 1.400 1.543 -0.291  0.3386

Properties
2S+1   1
LUMO level   -3.5 eV
Structure (SMILES)   C1NC[NH2+]N1
Net charge   +1


[16]
Here is the ion C2H8N3 with charge +1 at a distorted geometry from the Open Molecules 2025 dataset. Energies are from ωB97M-V with the def2-TZVPD basis set.

Last column: Mulliken charge in e.
Geometry (Å):
C: -1.311 1.335 -0.583  -0.2444
C: 0.919 0.325 -0.812  -0.9054
N: -0.423 0.503 -0.221  0.5702
N: -0.742 -0.285 0.759  -0.8599
N: 0.194 -1.317 1.101  -0.2589
H: -1.003 2.263 -1.112  0.2265
H: -2.244 1.245 -0.141  0.3453
H: 1.637 0.540 0.007  0.3453
H: 0.848 -0.696 -1.269  0.3709
H: 0.955 1.122 -1.642  0.3040
H: 0.719 -1.286 2.081  0.3914
H: 0.834 -1.554 0.349  0.2995
H: -0.383 -2.196 1.483  0.4155

Properties
2S+1   1
LUMO level   -3.8 eV
Net charge   +1


[17]
Here is the ion C2H8N3 with charge +1 at a distorted geometry from the Open Molecules 2025 dataset. Energies are from ωB97M-V with the def2-TZVPD basis set.

Last column: Mulliken charge in e.
Geometry (Å):
C: 0.859 -0.862 -1.299  -0.9816
N: 0.365 0.378 -0.706  -0.1986
C: -0.358 0.401 0.402  0.6710
N: -0.842 1.545 0.860  -0.3707
N: -0.392 -0.656 1.227  -0.4021
H: 1.346 -0.710 -2.253  0.2977
H: 0.000 -1.506 -1.491  0.3745
H: 1.510 -1.386 -0.621  0.3659
H: 0.892 1.189 -0.993  0.2836
H: -0.946 2.397 0.335  0.2225
H: -1.273 1.627 1.766  0.2285
H: -1.232 -0.891 1.739  0.2688
H: 0.073 -1.529 1.034  0.2406

Properties
2S+1   1
LUMO level   -3.2 eV
Structure (SMILES)   CNC(N)=[NH2+]
Net charge   +1


[18]
Here is a cluster of 2 separate species, C2H8N3O in total at a distorted geometry from the Open Molecules 2025 dataset. Energies are from ωB97M-V with the def2-TZVPD basis set.

Last column: Mulliken charge in e.
Geometry (Å):
C: 0.118 -0.892 1.216  -1.0925
C: 0.199 0.285 2.098  -0.6362
N: -0.906 1.356 -2.713  -0.8727
N: -0.405 0.550 -1.721  0.3682
N: 0.491 -0.342 -1.669  -0.1090
O: 1.144 -0.573 -2.800  -0.7546
H: 0.795 -1.014 0.483  0.4082
H: 0.173 -1.848 1.773  0.3494
H: -0.928 -1.067 0.813  0.2953
H: 0.076 1.098 1.412  0.2473
H: -0.683 0.398 2.791  0.2043
H: 1.061 0.158 2.674  0.2786
H: -0.429 1.115 -3.621  0.1746
H: -0.707 0.778 -0.736  0.1391

Properties
2S+1   1
LUMO level   3.8 eV
Net charge   -1


Respective ΔE to the lowest compared entry with this formula, charge and spin values: 182.89, 206.74, 579.60, 232.49, 53.51, 124.16, 274.18, 119.93, 131.39, 94.33, 58.35, 198.52, 405.03, 14.13, 367.97, 550.84, 26.22, 409.42 kJ/mol.